The following is a DFT calculation (ωB97M-V with the def2-TZVPD basis set) of an isolated ion of composition C17H19N2 and charge +1.

Cartesian coordinates (Å):
N -0.927 -1.879 0.961
N 1.640 -1.718 -0.386
C -2.494 0.364 1.155
C 2.529 0.681 -1.484
C -4.280 -0.958 2.358
C -0.814 1.660 -0.062
C 1.287 0.623 -0.801
C 2.829 -1.620 -1.041
C -1.777 2.837 -0.079
C -2.974 -0.866 1.641
C 0.480 1.768 -0.624
C 0.844 -0.627 -0.277
C 4.644 -0.412 -2.316
C -1.250 0.427 0.502
C -2.137 -1.960 1.526
C 3.314 -0.445 -1.615
C -0.249 -3.161 1.030
C 0.969 3.174 -0.986
C -0.449 -0.729 0.393
H 0.534 3.879 -0.290
H -3.186 1.185 1.294
H 0.673 3.488 -2.012
H 2.039 3.245 -0.890
H -0.965 -3.918 1.271
H -2.486 -2.960 1.879
H -5.010 -0.222 1.975
H 0.234 -3.436 0.074
H 5.379 0.164 -1.712
H 3.464 -2.518 -1.135
H 2.917 1.577 -1.956
H -2.791 2.560 -0.312
H -4.735 -1.965 2.294
H 0.493 -3.155 1.859
H 4.590 0.095 -3.275
H 5.055 -1.377 -2.491
H -4.069 -0.725 3.419
H -1.532 3.618 -0.791
H -1.787 3.306 0.903

The energy relative to the best compared isomer or geometry (same formula, charge and spin) comes out at 0.0 kcal per mole. For the total energy, the calculation gives -20912.0589 eV. The calculation puts the LUMO energy at -4.2 eV. For the HOMO-LUMO gap, the calculation gives 7.48 eV. Its charge is +1.

Just the Mulliken charges please, in e? Sure, here they are: 0.1267, -0.4930, -0.7734, -0.8274, -1.5683, 0.9000, 1.1455, -0.7623, -2.2701, 0.2076, 1.5213, 0.2775, -1.4843, 1.0474, 0.1294, 0.7140, -0.8859, -2.0970, -1.2901, 0.4973, 0.4541, 0.3549, 0.4942, 0.3743, 0.2436, 0.3839, 0.2956, 0.3084, 0.3546, 0.4283, 0.5487, 0.4000, 0.3061, 0.3743, 0.4037, 0.3143, 0.4016, 0.4447


The following is a DFT calculation (ωB97M-V with the def2-TZVPD basis set) of one molecule with the formula C17H19N3O4.

Cartesian coordinates (Å):
O 1.487 -0.655 -2.012
O 1.138 -3.100 -0.286
O 2.307 -2.752 1.636
O -0.681 -0.419 -2.444
N 1.732 -0.178 1.603
N 1.627 0.974 1.129
N 0.748 1.064 0.107
C 0.897 3.552 0.316
C 0.031 -0.256 -0.065
C -0.443 -0.317 -3.834
C -1.371 -2.258 1.605
C 0.803 -1.120 0.963
C -0.570 4.930 -1.055
C 0.334 -0.509 -1.615
C -0.755 2.550 -1.114
C 0.529 4.906 -0.092
C -0.255 -1.271 2.022
C -1.163 3.770 -1.513
C 2.919 -4.078 1.572
C 1.429 -2.402 0.709
C -2.120 -1.666 0.438
C -1.214 -0.023 1.949
C -1.411 -0.277 0.403
C 0.399 2.365 -0.244
H -0.642 0.856 2.152
H -0.825 -3.166 1.162
H -2.014 0.496 -0.058
H -3.175 -1.502 0.551
H 3.619 -4.177 2.431
H 0.942 5.839 0.354
H -1.100 5.919 -1.217
H 0.055 -1.261 -4.093
H 1.651 3.596 1.063
H -1.954 3.931 -2.130
H 2.068 -4.795 1.691
H -2.041 -2.510 2.397
H 3.472 -4.312 0.695
H -1.365 -0.347 -4.414
H -2.132 -0.091 2.500
H -1.918 -2.251 -0.457
H -1.309 1.843 -1.641
H 0.057 0.620 -4.143
H 0.211 -1.519 2.981

The energy relative to the best compared isomer or geometry (same formula, charge and spin) comes out at 140.5 kcal per mole. For the total energy, the calculation gives -30594.0748 eV. The calculation puts the LUMO energy at 0.7 eV. For the HOMO-LUMO gap, the calculation gives 8.85 eV.

Just the Mulliken charges please, in e? Sure, here they are: -0.6299, -0.5969, -0.3046, -0.2844, -0.9331, -0.6131, 0.6623, -0.3626, 0.4591, -0.8119, -0.6951, 2.5718, -0.1678, -0.1171, 0.2405, -0.8060, -1.0445, -1.3766, -0.6998, -0.2129, -0.9265, -1.0236, -0.4348, 0.5827, 0.3905, 0.3082, 0.7129, 0.4395, 0.2442, 0.3563, 0.2552, 0.3554, 0.4212, 0.5066, 0.3099, 0.4657, 0.3081, 0.2742, 0.4944, 0.2896, 0.5609, 0.2816, 0.5505


The following is a DFT calculation (ωB97M-V with the def2-TZVPD basis set) of one molecule with the formula C17H19N3O6S.

Cartesian coordinates (Å):
S -2.824 -1.091 2.307
O 0.346 -1.234 -3.847
O 0.388 5.060 0.617
O 2.244 -2.463 -3.838
O -3.047 -2.244 3.123
O 1.738 4.881 2.281
O -3.938 -0.358 1.799
N 1.109 -2.306 -1.959
N -1.892 -0.082 3.306
N 0.784 4.509 1.625
C -1.882 -0.957 -0.277
C -1.681 -1.463 0.993
C -0.968 -1.225 -1.277
C 4.593 -0.673 -4.937
C -0.579 -2.247 1.283
C 2.492 -2.121 -5.205
C 0.087 3.340 2.066
C 0.155 -2.006 -1.000
C 0.338 -2.520 0.289
C 1.149 -1.923 -3.279
C -1.242 1.056 2.903
C 4.790 -0.856 -3.437
C -1.685 1.754 1.774
C 0.522 2.668 3.205
C 3.128 -0.742 -5.370
C -1.024 2.886 1.358
C -0.136 1.533 3.619
H 1.377 3.047 3.744
H 0.194 1.004 4.500
H 4.204 -0.123 -2.884
H 1.879 -2.891 -1.665
H 4.483 -1.851 -3.126
H 1.201 -3.133 0.502
H 1.541 -2.152 -5.746
H -0.463 -2.648 2.277
H -2.565 1.406 1.260
H 2.538 -0.016 -4.806
H 3.058 -0.478 -6.426
H -2.764 -0.370 -0.473
H 4.989 0.301 -5.230
H -1.113 -0.839 -2.272
H -1.544 -0.548 4.129
H 3.155 -2.906 -5.573
H -1.352 3.437 0.490
H 5.838 -0.723 -3.177
H 5.162 -1.436 -5.473

The energy relative to the best compared isomer or geometry (same formula, charge and spin) comes out at 0.0 kcal per mole. For the total energy, the calculation gives -45525.8818 eV. The calculation puts the LUMO energy at -0.4 eV. For the HOMO-LUMO gap, the calculation gives 8.72 eV.

Just the Mulliken charges please, in e? Sure, here they are: 1.2701, -0.6276, -0.6213, -0.4723, -0.7164, -0.6294, -0.6398, -0.0511, -0.2836, 1.0073, -0.4145, 0.0860, -0.5080, -0.4503, -0.8074, -0.6431, -0.1924, 0.8219, -0.8815, 0.6306, 0.5394, -1.0344, -0.0723, -0.4733, -0.4711, -0.6568, -0.7921, 0.4773, 0.3359, 0.2769, 0.1853, 0.2159, 0.3617, 0.4039, 0.4235, 0.6980, 0.2696, 0.3450, 0.4690, 0.3104, 0.5659, 0.2267, 0.3520, 0.4861, 0.3876, 0.2925


The following is a DFT calculation (ωB97M-V with the def2-TZVPD basis set) of one molecule with the formula C17H19NO4.

Cartesian coordinates (Å):
O 3.186 -2.345 0.479
O -4.817 -1.111 -2.286
O 3.785 3.615 2.571
O -0.418 -1.867 -0.637
N 2.165 -1.240 -1.208
C -2.666 -1.491 -1.483
C -1.713 -1.480 -0.480
C 2.803 -1.300 -0.008
C -3.968 -1.059 -1.220
C 0.049 -2.220 -1.919
C 4.449 1.468 1.934
C 3.469 2.464 1.921
C 3.031 0.026 0.630
C 2.262 2.221 1.272
C -3.347 -0.619 1.049
C 2.834 4.651 2.614
C 4.226 0.263 1.307
C -6.149 -0.699 -2.103
C 2.053 1.012 0.630
C -4.310 -0.620 0.051
C 1.565 -2.405 -1.808
C -2.060 -1.039 0.800
H 1.476 2.960 1.264
H -2.450 -1.832 -2.483
H 1.800 -3.244 -1.149
H -6.661 -1.315 -1.357
H 1.918 4.335 3.123
H 1.982 -2.593 -2.803
H 4.973 -0.515 1.329
H -0.177 -1.418 -2.638
H 5.373 1.668 2.452
H 2.587 5.013 1.611
H -3.615 -0.280 2.039
H 1.095 0.832 0.163
H 1.846 -0.342 -1.538
H -6.633 -0.828 -3.070
H -5.308 -0.283 0.278
H -1.305 -1.041 1.568
H -6.208 0.354 -1.807
H 3.300 5.455 3.181
H -0.420 -3.149 -2.269

The energy relative to the best compared isomer or geometry (same formula, charge and spin) comes out at 58.3 kcal per mole. For the total energy, the calculation gives -27616.9661 eV. The calculation puts the LUMO energy at 0.7 eV. For the HOMO-LUMO gap, the calculation gives 9.12 eV.

Just the Mulliken charges please, in e? Sure, here they are: -0.6624, -0.3960, -0.4543, -0.1726, -0.1878, -0.2001, 0.4941, 0.4311, 0.4829, -0.5669, -0.5421, 0.9241, 0.4282, -0.5269, -0.6451, -0.8197, -0.5032, -0.8649, -0.6629, -0.5838, -1.1266, -0.7258, 0.3966, 0.4358, 0.4318, 0.3537, 0.3324, 0.3454, 0.4381, 0.4625, 0.4220, 0.3312, 0.3674, 0.2154, 0.2227, 0.2468, 0.3908, 0.4686, 0.3468, 0.2377, 0.4347


The following is a DFT calculation (ωB97M-V with the def2-TZVPD basis set) of C17H20Br2N4O5S4Y as an isolated structure.

Cartesian coordinates (Å):
Y 1.159 -0.029 0.137
Br -1.033 -4.065 2.532
Br -1.606 -0.602 6.947
S 4.075 -3.400 0.332
S 3.159 -1.207 -1.884
S 4.636 -1.627 1.320
S 2.496 -2.827 -0.856
O 1.393 1.455 -1.610
O 0.140 -1.555 1.243
O 3.280 0.485 1.251
O -1.097 0.584 -0.268
O 0.125 -0.901 -1.946
N 2.063 1.522 -3.762
N 0.476 0.897 2.298
N 3.329 -0.730 0.977
N -3.164 -0.258 -0.610
C -3.792 0.708 0.286
C 0.243 2.459 4.087
C -0.243 -1.363 2.484
C 1.350 1.006 -2.777
C -0.308 1.504 4.894
C -1.856 -0.236 -0.814
C -1.226 -1.273 -1.733
C -1.047 -0.876 5.161
C 3.053 2.562 -3.492
C -0.087 -0.072 3.085
C -0.792 -2.350 3.277
C 0.385 -0.126 -3.114
C 2.059 0.967 -5.115
C 0.631 2.107 2.787
C -1.190 -2.113 4.605
C -0.490 0.189 4.413
C -4.050 -1.236 -1.233
H -1.215 -2.238 -1.221
H -4.601 1.214 -0.239
H -4.491 -0.843 -2.151
H -4.199 0.190 1.155
H 2.529 1.690 -5.776
H -0.607 1.742 5.906
H 2.626 0.035 -5.154
H 4.048 2.180 -3.724
H -3.054 1.434 0.608
H 0.393 3.471 4.435
H 2.848 3.431 -4.116
H 1.046 0.800 -5.475
H 1.091 2.841 2.135
H 0.798 -0.783 -3.876
H -4.851 -1.465 -0.535
H -1.613 -2.926 5.178
H -3.529 -2.165 -1.448
H -1.759 -1.382 -2.678
H -0.541 0.330 -3.479
H 3.009 2.844 -2.447

The energy relative to the best compared isomer or geometry (same formula, charge and spin) comes out at 17.7 kcal per mole. For the total energy, the calculation gives -218618.9135 eV. The calculation puts the LUMO energy at -3.7 eV. For the HOMO-LUMO gap, the calculation gives 6.48 eV. Its charge is +1.

Just the Mulliken charges please, in e? Sure, here they are: 0.9534, -0.1575, -0.2081, -0.0447, -0.2470, 0.1361, 0.0705, -1.0821, -0.3701, -0.5491, -0.8121, -0.0303, 0.2145, 0.2311, 0.2318, 0.1624, -1.0646, -1.0284, 0.7262, 0.1775, -0.6567, 1.2732, -1.5851, -0.0745, -1.0121, 0.3933, -0.2218, -0.2789, -0.9891, -0.3235, -0.4076, 0.4622, -1.0184, 0.4757, 0.3867, 0.2955, 0.3548, 0.3316, 0.3648, 0.3412, 0.3708, 0.2921, 0.4201, 0.3403, 0.3898, 0.5106, 0.4906, 0.3525, 0.4484, 0.4083, 0.7096, 0.5344, 0.3114